C3H9N3S in the gas phase in a non-equilibrium geometry, computed with ωB97M-V with the def2-TZVPD basis set.

Structure (XYZ):
```
16
Properties=species:S:1:pos:R:3:forces:R:3
C 2.6056 -0.8028 0.1212 -0.1 -0.2 0.1
C -0.8018 -0.0202 -0.3388 0.3 1.3 -0.1
C -0.7750 1.4945 -0.2073 -1.6 0.4 0.2
H 3.5592 -0.3407 0.4539 -0.9 0.3 -0.3
H 2.8173 -1.3600 -0.8024 -0.3 0.6 0.0
H 2.3624 -1.5717 0.8323 0.0 -0.5 0.6
H 1.2722 0.6555 0.8635 0.2 -0.8 -1.0
H -0.5767 1.8909 0.8245 -0.2 -0.4 -0.9
H -1.6827 1.9673 -0.6362 0.0 -0.5 0.8
H -0.0363 1.8697 -0.8941 0.9 -0.1 0.1
H -1.8106 -1.7217 -0.7452 0.1 0.6 0.2
H -3.1607 -0.3186 1.4040 0.1 -0.2 0.4
N 1.4335 0.0968 -0.0062 1.0 0.5 -0.1
N 0.3075 -0.6435 -0.3826 -0.1 -0.7 1.0
N -1.9898 -0.7202 -0.6181 -0.2 -0.8 -0.2
S -3.5242 -0.4753 0.1314 0.8 0.5 -0.7
```
Forces are in eV/Å.

Frontier orbital gap ... 8.61 eV
HOMO energy ... -7.845 eV
Energy above the lowest of the compared OMol25 structures with the same formula, charge and spin ... 48.9 kcal/mol